No. 1
Entry from the Open Molecules 2025 dataset: a 2-piece molecular cluster, C16H34B2ClO5 overall in a non-equilibrium geometry (ωB97M-V with the def2-TZVPD basis set).

```
58
Properties=species:S:1:pos:R:3:forces:R:3
C 9.8096 -1.6955 -0.2471 0.3 -0.6 0.4
O 8.5331 -1.1899 -0.7854 0.6 -0.5 1.8
C 7.4916 -1.2832 0.2680 -0.3 0.3 0.6
C 6.5085 0.0596 0.2312 -0.2 -0.2 -0.1
C 5.2474 -0.1286 -0.8205 0.9 0.1 -0.3
C 4.5924 1.2956 -1.3323 0.3 -0.6 0.5
C 3.6760 2.0503 -0.1734 0.1 0.7 -0.7
C 2.0790 2.1620 -0.5901 0.2 0.0 0.9
C 1.1515 0.9780 0.0778 0.0 -0.2 -0.9
C -0.2939 1.4891 0.6589 -0.5 -1.7 0.4
C -1.1093 0.1157 1.1508 0.8 1.4 0.9
C -2.4103 0.5758 2.0484 -0.1 -1.5 -0.3
B -3.8692 0.3487 1.2557 0.1 0.1 0.6
C -4.0027 0.2298 -0.3791 0.1 0.7 0.1
C -5.4632 0.6541 -0.9912 -0.4 0.2 -0.6
C -5.9683 -0.3433 -2.2338 -1.6 0.6 0.8
C -7.5743 -0.6887 -1.9696 -4.3 4.8 1.1
O -8.4806 0.3051 -1.7544 5.7 -6.4 -1.4
O -8.1387 -2.0655 -1.9927 1.6 1.8 1.5
C -5.1915 0.2083 2.2787 -0.9 0.8 -0.3
B -5.7277 -1.3483 2.0871 0.3 -0.6 0.5
O -7.0661 -1.7483 1.6098 3.3 -0.1 -1.6
O -4.7216 -2.4181 2.4002 -1.8 1.2 -3.1
H 10.3155 -0.9396 0.5054 -1.1 -1.3 -1.4
H 9.5781 -2.6928 0.3312 0.7 1.8 -1.1
H 10.5872 -1.9294 -1.0981 -1.9 0.6 1.5
H 8.0616 -1.3562 1.3058 -1.4 0.2 -2.0
H 6.8739 -2.2825 0.0913 1.2 2.1 0.4
H 6.0323 0.2902 1.2904 1.2 -0.6 -2.0
H 7.1919 0.9722 -0.0611 -1.4 -1.8 0.5
H 5.7075 -0.6695 -1.7750 -1.2 1.0 2.0
H 4.4479 -0.8156 -0.2851 1.5 1.4 -1.3
H 3.9477 1.0407 -2.2912 1.3 0.7 2.0
H 5.4935 2.0069 -1.6238 -1.9 -1.5 0.4
H 4.0734 3.1697 -0.1206 -0.7 -2.4 0.2
H 3.8117 1.5296 0.8841 -0.3 1.1 -2.2
H 1.6700 3.1908 -0.1539 0.9 -2.1 -1.2
H 2.0229 2.1341 -1.7682 -0.1 0.3 2.4
H 0.9550 0.1781 -0.7860 0.2 1.6 2.0
H 1.7590 0.4009 0.9219 -1.4 1.4 -1.6
H -0.9913 2.0079 -0.1281 1.7 -0.8 1.3
H -0.2151 2.1603 1.6349 0.1 -1.2 -2.2
H -1.3642 -0.5752 0.2382 0.4 1.4 1.8
H -0.3603 -0.4294 1.8886 -1.5 0.8 -1.7
H -2.3337 1.6800 2.4392 0.0 -2.1 -0.6
H -2.4539 -0.1780 2.9696 0.0 1.8 -1.6
H -3.6883 -0.8637 -0.7071 -0.6 2.1 0.3
H -3.2063 0.9696 -0.8568 -1.4 -1.8 0.8
H -6.3437 0.6671 -0.2202 1.9 0.0 -1.2
H -5.3629 1.7707 -1.3932 -0.4 -2.4 0.8
H -5.2936 -1.2972 -2.3070 -1.5 1.8 0.0
H -5.9158 0.2927 -3.2171 -0.2 -1.6 1.8
H -8.0715 -2.4940 -1.0789 -0.1 1.2 -1.8
H -4.9349 0.4970 3.3834 -0.3 -0.8 -2.0
H -5.9819 1.0171 1.9050 1.4 -1.9 0.8
H -6.8742 -2.2667 0.7502 -0.6 0.9 2.1
H -4.6284 -2.9371 1.5259 -0.2 0.8 2.1
Cl -3.5806 -1.8117 -2.9910 1.2 -0.8 -0.3
```
Positions in Å, forces in eV/Å.

lowest unoccupied orbital energy: 0.08051 hartree
spin multiplicity: 1
Kohn-Sham gap: 6.75 eV
energy: -1515.9818 Ha
total charge: -1

---

No. 2
Entry from the Open Molecules 2025 dataset: C26H36ClCoIOP2Sb as an isolated structure in a non-equilibrium geometry (ωB97M-V with the def2-TZVPD basis set).

```
69
Properties=species:S:1:pos:R:3:forces:R:3
C 1.9378 -2.6044 -3.6131 0.2 -0.7 -0.3
C 1.2694 -1.9940 -2.4375 -0.8 -2.2 2.1
H 1.9818 -3.7003 -3.5155 -0.1 0.3 0.2
H 2.9647 -2.2302 -3.7019 -0.3 0.2 0.0
H 1.3870 -2.3703 -4.5334 0.1 0.2 0.2
O 0.7972 -2.5184 -1.4506 1.5 2.7 -3.3
I 1.3162 0.4198 -2.8632 2.1 -1.2 -3.8
Co 0.2616 0.2511 -0.8732 -1.4 0.9 2.6
P -1.7082 -0.5520 -1.4276 -2.5 -0.5 -0.8
C -2.8114 -1.3600 -0.2227 0.0 -0.1 0.1
C -2.6767 0.8840 -2.0421 0.0 -0.2 0.2
H -3.6802 0.5272 -2.3052 0.2 0.2 0.0
H -2.9300 -1.9523 -2.9667 0.3 0.1 0.0
H -2.1817 1.2964 -2.9301 -0.1 0.0 0.2
H -1.5260 -1.1695 -3.7605 -0.1 -0.2 0.1
H -3.0225 -0.7038 0.6310 0.0 -0.2 -0.1
H -2.7381 1.6622 -1.2732 0.0 -0.1 -0.3
C -1.8728 -1.6738 -2.8503 0.3 -0.3 -0.1
H -3.7557 -1.6259 -0.7196 0.3 0.1 0.2
H -1.2737 -2.5770 -2.6750 -0.4 0.2 -0.2
H -2.3286 -2.2759 0.1421 -0.2 0.2 -0.1
P 1.9565 -0.2066 0.4744 2.1 -0.1 1.7
C 1.8293 -0.8317 2.1850 -0.2 0.0 0.1
C 3.3182 -1.2692 -0.1102 -0.1 -0.3 -0.3
H 2.9808 1.8605 -0.3183 0.0 -0.1 0.3
H 3.7276 1.2441 1.1952 -0.1 0.2 -0.1
H 2.1454 2.0976 1.2467 0.3 -0.1 -0.2
C 2.7826 1.4178 0.6659 0.0 -0.2 0.0
H 3.7837 -0.8373 -1.0028 0.0 -0.1 0.1
H 4.0678 -1.3605 0.6875 -0.2 0.1 -0.3
H 2.8368 -0.9118 2.6167 -0.3 0.1 -0.1
H 1.3658 -1.8265 2.1706 0.1 0.2 0.1
H 2.9179 -2.2638 -0.3480 0.3 0.2 0.2
H 1.2157 -0.1716 2.8072 0.2 -0.2 -0.1
Cl -0.0767 2.6299 -1.0209 -0.3 -0.5 0.5
C -1.7195 -1.6729 5.3964 0.1 0.2 -0.3
C -1.6047 -2.2233 4.1160 0.1 0.6 -0.1
C -1.3896 -1.3800 3.0096 0.1 -0.1 -0.2
C -1.3141 0.0062 3.1844 -0.1 -1.4 0.6
C -1.4786 0.5530 4.4544 0.1 0.7 0.1
C -1.6571 -0.2865 5.5707 0.1 -0.3 -0.6
Sb -0.9594 1.3264 1.3597 -1.9 3.4 2.9
C -2.9077 2.3688 1.8937 0.4 -0.6 -0.8
C -4.0989 2.0028 1.2638 -0.6 -0.1 0.1
C -5.3342 2.4783 1.7450 0.4 0.0 -0.1
C -5.3781 3.3226 2.8613 0.2 -0.2 -0.2
C -4.1856 3.7088 3.4751 0.3 -0.3 -0.4
C -2.9568 3.2507 2.9726 0.1 0.3 0.4
C 0.1048 3.0151 2.2809 0.0 -0.5 0.2
C -0.0159 4.2722 1.6841 0.3 0.2 -0.2
C 0.7300 5.3590 2.1524 -0.1 -0.3 0.3
C 1.5148 5.2168 3.3031 -0.1 -0.3 -0.1
C 1.5525 3.9853 3.9657 -0.1 0.0 -0.1
C 0.8600 2.8776 3.4516 0.2 0.3 -0.1
H -1.8514 -2.3279 6.2519 0.0 0.1 -0.1
H -1.6665 -3.3018 3.9630 0.0 0.3 0.0
H -1.2612 -1.8290 2.0186 0.0 0.2 0.4
H -1.4676 1.6376 4.6073 0.0 -0.5 0.0
H -1.7394 0.1491 6.5654 0.0 0.0 -0.3
H -4.1000 1.3320 0.3986 -0.1 0.3 0.4
H -6.2574 2.1786 1.2448 0.3 0.1 0.2
H -6.3346 3.6789 3.2462 0.3 -0.1 -0.1
H -4.1970 4.3652 4.3446 0.0 -0.1 -0.3
H -2.0426 3.5953 3.4576 -0.2 -0.1 -0.1
H -0.6688 4.4147 0.8279 0.2 0.0 0.1
H 0.7032 6.3102 1.6186 -0.1 -0.3 0.2
H 2.1012 6.0597 3.6746 -0.2 -0.3 -0.1
H 2.1418 3.8748 4.8789 -0.2 0.0 -0.3
H 0.9247 1.9270 3.9780 0.0 0.1 -0.1
```
Positions in Å, forces in eV/Å.

lowest unoccupied orbital energy (alpha / beta): -0.25103 / -0.35373 hartree
spin multiplicity: 5
Kohn-Sham gap (alpha / beta): 6.91 / 4.39 eV
energy: -4150.5432 Ha
total charge: +2

---

No. 3
Entry from the Open Molecules 2025 dataset: C10H13ClMnO3S as an isolated structure in a non-equilibrium geometry (ωB97M-V with the def2-TZVPD basis set).

```
29
Properties=species:S:1:pos:R:3:forces:R:3
Cl 0.1228 2.5330 -0.7400 -0.1 -2.1 0.8
C -1.8860 -0.6872 -1.3591 0.4 1.2 0.6
C -1.0277 -1.8160 -1.0886 -0.2 -0.7 -1.3
C 0.2412 -1.5886 -1.7516 -0.2 0.7 -0.1
H -1.3502 -2.7670 -0.6174 0.3 1.0 -0.3
C 0.1565 -0.3231 -2.4340 1.3 -0.4 0.7
C -1.1412 0.2609 -2.1515 -1.3 -0.5 -0.1
H -1.4910 1.2353 -2.5710 0.2 -1.2 0.4
H -2.9534 -0.5937 -1.0825 0.9 -0.1 -0.1
H 1.0882 -2.3069 -1.8418 -0.8 0.8 0.3
C 1.2501 0.3301 -3.2406 -0.3 0.0 0.3
Mn 0.0088 0.2984 -0.0110 -1.1 -1.7 -4.7
C 1.7360 0.5541 0.4166 8.1 2.7 2.5
O 2.8289 0.8483 0.7255 -5.4 -1.8 -1.6
C -0.8812 0.9616 1.3633 -3.6 5.0 6.9
O -1.3676 1.5569 2.2446 2.1 -3.1 -4.0
H 2.2350 0.0659 -2.8211 -0.3 0.0 -0.3
H 1.1308 1.4243 -3.1939 0.1 -0.4 -0.2
H 1.2129 -0.0062 -4.2939 0.0 0.1 0.4
C 0.9155 -0.9835 3.5780 -0.8 0.3 0.7
S 1.1105 -1.9869 2.1602 3.2 0.0 -0.4
C 0.4659 -3.5268 2.6644 -1.0 -0.3 0.1
O 0.1244 -1.4269 1.1323 -1.4 0.8 -0.9
H 1.4724 -1.4356 4.4247 -0.4 0.3 -0.5
H -0.1771 -0.9930 3.7256 0.4 0.2 0.6
H 1.2610 0.0526 3.3782 0.0 -0.7 0.1
H -0.5715 -3.2787 2.9366 0.2 -0.7 0.2
H 0.4904 -4.2273 1.8082 0.1 0.4 0.5
H 1.0630 -3.9180 3.5128 -0.3 0.3 -0.5
```
Positions in Å, forces in eV/Å.

lowest unoccupied orbital energy (alpha / beta): -0.35521 / -0.39899 hartree
spin multiplicity: 4
Kohn-Sham gap (alpha / beta): 7.35 / 6.31 eV
energy: -2623.1838 Ha
total charge: +2

---

No. 4
Entry from the Open Molecules 2025 dataset: an isolated molecule of C27H24F2N4O3S2 (ωB97M-V with the def2-TZVPD basis set).

```
62
Properties=species:S:1:pos:R:3:forces:R:3
O -2.2792 2.3362 -1.7717 -0.3 0.2 0.0
C -1.4093 1.4929 -1.7949 0.2 -0.4 -0.3
N -0.3631 1.3873 -0.9508 0.3 -0.1 0.1
C -0.0403 2.1877 0.1506 -0.1 0.3 0.2
C -0.7556 3.3229 0.5110 -0.1 -0.2 -0.2
C -0.3669 4.0792 1.5990 0.3 0.1 0.3
C 0.7442 3.7333 2.3745 -0.2 -0.2 -0.3
C 1.4412 2.5733 2.0106 0.0 0.1 0.0
C 1.0613 1.8217 0.9216 -0.1 0.1 -0.1
H 1.6175 0.9290 0.6697 0.1 -0.1 0.0
H 2.2804 2.2393 2.6010 0.0 0.0 0.1
N 1.1235 4.4324 3.5136 0.0 0.1 0.5
C 2.5256 4.7193 3.7507 0.2 0.4 -0.2
H 3.1592 3.9406 3.3322 0.0 0.0 0.1
C 2.8986 6.0712 3.1231 0.2 -0.4 0.0
O 2.0952 7.1142 3.6270 0.0 0.1 0.1
C 0.7259 6.8589 3.3935 -0.3 -0.2 0.1
C 0.3146 5.5214 4.0224 0.0 0.3 -0.2
H -0.7424 5.3166 3.8619 0.0 0.0 0.0
H 0.4948 5.5775 5.1023 -0.1 0.0 -0.1
H 0.1813 7.6898 3.8446 0.0 0.0 -0.1
H 0.5319 6.8396 2.3100 0.0 0.0 0.1
H 3.9289 6.3406 3.3614 0.0 -0.1 -0.1
H 2.7828 6.0030 2.0290 0.0 0.0 0.1
H 2.6867 4.7674 4.8330 0.1 0.0 -0.1
H -0.9458 4.9595 1.8283 0.0 0.1 0.0
H -1.6137 3.6175 -0.0695 0.0 0.0 0.0
H 0.2595 0.5920 -1.1138 -0.3 0.2 -0.1
C -1.3929 0.3994 -2.8670 0.0 -0.2 0.2
H -0.4106 0.3002 -3.3262 0.0 0.1 -0.1
H -2.1502 0.6299 -3.6154 0.1 0.0 0.1
S -1.8601 -1.2441 -2.2265 -0.3 0.2 -0.2
C -0.3142 -1.8823 -1.6975 0.2 0.7 -0.2
N 0.7157 -1.1088 -1.6684 -0.3 0.0 -0.2
C 1.9254 -1.6317 -1.2900 0.3 -0.6 0.2
C 3.0472 -0.7974 -1.2522 0.0 -0.1 0.0
C 4.2658 -1.3107 -0.8694 -0.1 0.1 0.0
C 4.3968 -2.6544 -0.5212 0.0 -0.2 0.0
C 3.3012 -3.4872 -0.5569 -0.1 0.0 0.0
C 2.0560 -2.9854 -0.9389 0.3 0.4 0.0
C 0.8872 -3.8566 -0.9703 0.1 -0.1 0.1
O 0.8710 -5.0323 -0.6874 0.1 0.0 0.0
N -0.2976 -3.2038 -1.3658 0.1 -0.1 0.1
C -1.4934 -3.9784 -1.4111 -0.5 -0.4 0.1
C -1.6112 -4.9981 -2.3433 -0.1 0.1 0.1
C -2.7564 -5.7711 -2.3788 0.2 0.1 0.0
C -3.7873 -5.4986 -1.4930 -0.4 -0.2 -0.1
C -3.6673 -4.4860 -0.5508 -0.1 -0.1 -0.1
C -2.5123 -3.7318 -0.4999 0.3 -0.1 -0.1
H -2.4036 -2.9513 0.2372 0.0 0.1 0.1
H -4.4741 -4.3005 0.1402 -0.1 0.1 0.1
S -5.2965 -6.4467 -1.4808 0.0 -0.1 -0.3
C -5.6228 -6.6434 -3.2662 -0.4 0.1 0.7
F -5.4200 -5.4983 -3.9360 0.0 0.4 -0.2
F -4.8309 -7.5703 -3.8404 0.3 -0.4 -0.2
H -6.6694 -6.9567 -3.3820 0.2 0.1 0.1
H -2.8295 -6.5739 -3.0943 -0.1 -0.1 0.0
H -0.8030 -5.1973 -3.0295 0.1 0.0 0.0
H 3.3716 -4.5316 -0.2939 0.0 -0.1 0.0
H 5.3601 -3.0395 -0.2243 0.1 0.0 0.0
H 5.1309 -0.6650 -0.8397 0.1 0.1 0.0
H 2.9376 0.2396 -1.5305 0.0 0.1 0.0
```
Positions in Å, forces in eV/Å.

lowest unoccupied orbital energy: 0.00403 hartree
spin multiplicity: 1
Kohn-Sham gap: 7.36 eV
energy: -2484.1869 Ha
structure (SMILES): O=C(CSc1nc2ccccc2c(=O)n1-c1ccc(SC(F)F)cc1)Nc1ccc(N2CCOCC2)cc1

---

No. 5
Entry from the Open Molecules 2025 dataset: C11H17N2O3Re as an isolated structure in a non-equilibrium geometry (ωB97M-V with the def2-TZVPD basis set).

```
34
Properties=species:S:1:pos:R:3:forces:R:3
Re 0.0617 0.7920 0.1074 -0.7 2.3 -0.9
N 1.7088 1.0677 -1.2192 -0.1 -0.3 0.2
C 2.6042 2.2319 -0.8154 0.6 0.5 -0.6
C 1.9913 3.6020 -1.0289 -1.4 -0.6 1.0
C 0.6739 3.8203 -0.2402 1.8 3.8 -1.5
O 0.2115 4.9071 -0.1504 -0.4 -1.6 0.5
O 0.1071 2.6740 0.2394 -0.9 -4.1 0.7
H 2.3032 0.2328 -1.2530 0.0 0.0 0.0
H 1.3876 1.1729 -2.1866 0.1 0.2 0.0
H 3.5019 2.1906 -1.4346 0.0 -0.3 0.0
H 2.9244 2.0870 0.2149 -0.1 -0.1 0.1
H 1.6888 3.8317 -2.0557 0.4 -0.1 -0.1
H 2.6557 4.3833 -0.6518 0.1 -0.1 -0.2
O -1.6034 0.8490 1.2694 -0.2 0.4 0.5
C -2.5316 -0.3053 1.5515 0.1 0.2 -0.1
C -3.0105 -0.7815 0.2081 0.1 -0.2 0.0
C -1.8433 -1.0560 -0.7651 -0.1 -0.2 0.7
C -0.7434 -1.9144 -0.1954 -0.2 -0.2 -0.3
C -0.7252 -3.2858 -0.1659 0.0 0.0 0.0
C 0.3605 -3.9370 0.4305 0.0 0.1 0.0
C 1.4169 -3.1917 0.9762 -0.1 0.2 -0.1
C 1.3618 -1.8234 0.9002 0.0 -0.4 0.2
N 0.2886 -1.1918 0.3258 0.9 0.3 0.4
H -1.8955 1.6694 1.7091 0.1 -0.1 0.1
H -3.3060 0.0946 2.2007 -0.1 -0.1 -0.1
H -1.9344 -1.0292 2.1055 0.0 0.0 0.0
H -3.7096 -0.0723 -0.2366 0.0 0.0 -0.1
H -3.5668 -1.7094 0.3684 0.0 0.0 -0.1
H -1.3970 -0.0644 -1.1444 0.1 0.1 0.0
H -2.2264 -1.5138 -1.6786 0.1 0.3 -0.3
H -1.5409 -3.8466 -0.6055 0.0 0.0 0.0
H 0.3880 -5.0203 0.4647 0.0 0.0 0.0
H 2.2627 -3.6755 1.4455 0.0 0.0 0.0
H 2.1352 -1.1876 1.3097 0.1 0.0 0.0
```
Positions in Å, forces in eV/Å.

lowest unoccupied orbital energy (alpha / beta): -0.54558 / -0.53175 hartree
spin multiplicity: 2
Kohn-Sham gap (alpha / beta): 5.80 / 6.22 eV
energy: -841.6636 Ha
total charge: +3

---

No. 6
Entry from the Open Molecules 2025 dataset: C21H42HgN3O8 as an isolated structure in a non-equilibrium geometry (ωB97M-V with the def2-TZVPD basis set).

```
75
Properties=species:S:1:pos:R:3:forces:R:3
Hg -0.2393 0.1144 -0.2677 1.3 0.4 0.5
C 3.1725 1.0266 -2.4090 -0.8 0.2 1.0
C 1.9067 0.5330 -3.1314 -0.7 0.0 0.2
C 2.2743 -0.7304 -3.8994 -0.4 -0.1 0.2
O 0.7032 0.3702 -2.3903 0.8 -0.1 0.1
H 4.0171 1.3131 -3.0355 -0.2 -0.1 -0.4
H 3.5327 0.2799 -1.7013 0.0 -0.2 0.0
H 2.8867 1.8858 -1.8022 0.1 0.1 0.1
H 1.6466 1.2901 -3.8712 0.2 0.4 -0.5
H 3.2021 -0.6056 -4.4577 0.0 0.0 -0.3
H 1.4380 -1.0177 -4.5367 0.1 -0.1 -0.2
H 2.4264 -1.5439 -3.1901 0.1 -0.1 0.0
C -0.5831 0.5894 4.2696 2.1 2.6 -0.1
C 0.1713 1.3823 5.1898 -0.7 -0.9 2.4
C 1.4704 2.1894 4.7527 0.2 -0.2 0.1
O 2.1393 2.7339 5.6376 -0.7 -0.4 -1.1
C 1.8105 2.1448 3.3285 -0.3 0.9 2.0
C 1.0343 1.4777 2.4426 1.6 -0.3 -1.7
C -0.1714 0.7218 2.9614 -1.7 -1.7 -0.2
O -0.8765 0.0556 2.1387 -0.2 -0.1 -2.6
O 1.4351 1.4085 1.1853 -2.0 -0.6 1.0
O -0.1461 1.3564 6.3960 0.7 0.7 -0.9
H -1.5524 0.2198 4.5700 0.2 -0.4 -0.2
H 2.6360 2.7461 2.9775 0.2 -0.1 0.0
C -3.6134 -1.7253 0.5627 -1.2 2.4 0.0
C -2.6330 -2.1831 -0.4536 0.3 -1.9 0.4
C -2.7551 -1.6815 -1.9007 0.0 1.7 2.9
O -2.4271 -0.2776 -1.7963 -0.7 -0.9 -1.6
C -2.5273 0.2825 -3.1030 0.3 0.3 0.2
N -1.2801 -1.9792 0.1391 -0.7 -1.4 -1.1
H -3.5367 -2.0335 1.6054 0.4 -0.8 -0.3
H -4.6492 -1.8300 0.2400 -0.1 -0.2 0.0
H -3.4342 -0.6544 0.6581 -0.2 0.4 0.1
H -2.8517 -3.2439 -0.5752 0.4 -0.6 0.0
H -3.8152 -1.7540 -2.1438 0.0 -0.3 -0.5
H -2.0981 -2.2698 -2.5413 0.1 0.3 -0.3
H -3.5116 0.1861 -3.5612 -0.5 -0.3 0.3
H -1.8194 -0.2353 -3.7502 0.3 0.5 -0.1
H -2.3616 1.3568 -3.0218 0.4 -0.2 -0.2
H -1.3198 -2.2414 1.1136 -0.2 0.8 0.6
H -0.7652 -2.7807 -0.1968 0.9 0.3 -0.6
C 2.7303 -1.9633 1.5850 0.4 -0.7 3.1
C 2.8707 -1.8254 0.1406 -0.6 0.4 -0.7
C 3.8595 -2.7841 -0.4925 0.2 -0.2 1.2
O 3.3484 -4.0995 -0.2081 0.2 0.1 -0.1
C 3.9720 -5.1273 -0.9390 -0.2 0.2 -0.1
N 1.6057 -2.0046 -0.5361 -0.5 0.1 -1.2
H 3.6559 -1.6789 2.0857 0.4 -0.1 -0.1
H 2.5052 -2.9609 1.9621 0.0 -0.3 -0.3
H 2.0279 -1.3191 2.1139 -0.4 0.3 -0.8
H 3.1126 -0.7663 0.0516 0.4 0.0 -0.7
H 4.8139 -2.6279 0.0104 0.5 -0.3 -0.2
H 3.9707 -2.6306 -1.5659 -0.1 0.0 -0.2
H 3.6000 -6.0986 -0.6131 0.0 0.1 0.3
H 5.0556 -5.0820 -0.8297 0.2 -0.1 0.0
H 3.7045 -5.0540 -1.9931 0.2 0.1 -0.3
H 1.8745 -1.8719 -1.5006 -0.6 1.1 -0.6
H 1.4064 -2.9868 -0.6614 -0.1 -0.7 1.0
C -1.6859 4.4767 -0.1965 0.1 1.4 2.0
C -2.0132 3.0542 0.2459 1.0 1.4 -1.3
C -3.4993 2.7577 0.1062 1.1 0.5 1.8
O -4.1927 3.2708 1.3013 0.0 -1.1 -2.9
C -3.8609 2.6132 2.5067 0.5 1.9 0.3
N -1.1787 2.3071 -0.7011 0.2 -0.8 -0.4
H -0.6133 4.6299 -0.0776 0.3 -0.2 -0.7
H -1.9732 5.2525 0.5132 -1.0 0.1 0.0
H -2.0581 4.7323 -1.1886 0.1 -0.1 0.0
H -1.5401 2.8525 1.2069 -0.6 -0.1 0.3
H -3.5228 1.6846 -0.0838 -0.9 -0.3 0.4
H -3.8304 3.3012 -0.7787 -0.5 0.0 0.2
H -3.5997 1.5599 2.4048 -0.4 -0.1 0.2
H -4.6549 2.9655 3.1652 -0.4 -1.2 0.2
H -3.0252 3.1764 2.9222 0.7 -0.5 0.2
H -0.3385 2.8664 -0.7375 0.9 -0.6 0.4
H -1.4631 2.5037 -1.6501 -0.7 -0.5 -0.4
```
Positions in Å, forces in eV/Å.

lowest unoccupied orbital energy: 0.07896 hartree
spin multiplicity: 1
Kohn-Sham gap: 6.02 eV
energy: -1744.8473 Ha
total charge: -1